# 1
Formula: C11H44N22O15S
Source: OMol25
Level of theory: ωB97M-V with the def2-TZVPD basis set

```
93
Properties=species:S:1:pos:R:3
S 0.2598 -0.0513 -0.0532
O 0.4883 0.4900 -1.4135
O 1.5034 -0.8005 0.3204
O 0.0434 1.0933 0.8637
O -0.9393 -0.9070 0.0336
C -4.4909 -0.9539 -0.8920
O -5.5332 -1.3130 -1.4179
N -3.2706 -0.9350 -1.5147
N -4.4140 -0.5719 0.4216
H -3.2179 -1.2250 -2.4720
H -2.4405 -0.9074 -0.9212
H -5.1592 -0.2761 1.0178
H -3.4691 -0.4202 0.7351
C 3.2870 -1.6395 -2.7156
O 4.1869 -2.0273 -3.4482
N 2.4987 -0.5761 -3.0084
N 3.0244 -2.1885 -1.4912
H 1.6694 -0.3518 -2.4749
H 2.5752 -0.1482 -3.9114
H 3.6538 -2.9008 -1.1723
H 2.4274 -1.7656 -0.7808
C 1.1644 3.9838 -2.2677
O 1.5234 5.0700 -2.7063
N 0.6468 3.8634 -1.0079
N 1.2718 2.7935 -2.9010
H 0.6692 4.6411 -0.3818
H 0.2901 2.9663 -0.7145
H 1.5081 2.7251 -3.8713
H 1.0137 1.9645 -2.3740
C 1.6760 2.8010 3.3578
O 2.1993 3.4187 4.2672
N 1.5532 1.4421 3.2915
N 1.1304 3.3679 2.2402
H 1.1911 0.9679 2.4701
H 1.6575 0.9606 4.1664
H 0.5029 2.7769 1.7125
H 1.0183 4.3637 2.1927
C 2.6901 -2.9547 2.8318
O 3.2804 -3.7260 3.5642
N 1.9476 -1.8859 3.2617
N 2.5240 -3.1592 1.4708
H 1.7421 -1.1383 2.6199
H 1.9014 -1.7133 4.2491
H 3.1842 -3.8547 1.1679
H 2.1478 -2.3514 0.9708
C -1.6957 -4.1006 1.5806
O -1.7299 -5.1325 2.2526
N -0.6040 -3.3143 1.5102
N -2.7913 -3.6622 0.9070
H -0.6024 -2.4641 0.9459
H 0.2143 -3.5049 2.0603
H -3.5870 -4.2645 0.9838
H -2.7546 -2.7499 0.4915
C -2.3989 0.4100 3.6159
O -3.2845 0.1747 4.4166
N -1.8312 -0.5082 2.7660
N -1.7929 1.6301 3.4984
H -2.2305 -1.4316 2.7893
H -1.2787 -0.1937 1.9731
H -1.0229 1.7497 2.8664
H -1.9212 2.2526 4.2754
C 0.0058 -4.1454 -2.4360
O -0.1350 -4.7736 -3.4746
N 0.4896 -4.6935 -1.2848
N -0.3391 -2.8284 -2.3186
H 0.4992 -4.2691 -0.3742
H 0.7589 -5.6509 -1.4232
H -0.7693 -2.3686 -3.0955
H -0.3231 -2.3776 -1.4175
C -2.6766 3.5026 -0.1362
O -3.2264 4.2315 -0.9581
N -2.5159 2.1736 -0.3533
N -2.2092 3.9878 1.0494
H -2.6845 1.8473 -1.2920
H -1.9907 1.5415 0.2335
H -1.8012 3.3368 1.6929
H -2.2874 4.9536 1.2953
C 4.4033 1.6465 0.6471
O 5.4294 2.1718 1.0665
N 3.9829 0.3955 1.0051
N 3.5567 2.2899 -0.1889
H 4.7096 -0.0771 1.5134
H 3.0578 0.0154 0.8276
H 2.6494 1.8818 -0.3280
H 3.7106 3.2670 -0.3503
C -2.1429 1.1963 -4.1251
O -2.9935 1.0581 -4.9951
N -1.9759 2.3557 -3.4382
N -1.2505 0.2063 -3.8041
H -1.0975 2.5101 -2.9696
H -2.6394 3.1090 -3.4004
H -1.3492 -0.5730 -4.4302
H -0.6515 0.2409 -2.9853
```

Calculated values
Orbital gap (eV): 9.411
ΔE to the lowest compared entry with this formula, charge and spin (kJ/mol): 0.0
Net charge: -2
LUMO level (eV): 3.95
DFT total energy (eV): -86470.069

These are the Löwdin partial charges, in e, on atoms 1 to 8: 0.365 -0.393 -0.410 -0.400 -0.402 -0.679 0.009 0.162

# 2
Formula: C11H44O11
Source: OMol25
Level of theory: ωB97M-V with the def2-TZVPD basis set

```
66
Properties=species:S:1:pos:R:3
C 2.9932 0.4253 0.5730
O 1.7823 1.1891 0.6774
H 3.5065 0.3799 1.4969
H 2.8891 -0.5939 0.1540
H 3.7071 0.9622 -0.0871
H 1.0171 0.7949 0.1510
C -2.0024 -3.9977 0.8626
O -3.0325 -4.0793 1.8344
H -2.1642 -3.1847 0.2111
H -0.9944 -3.9703 1.3093
H -2.0884 -4.9905 0.3275
H -3.0106 -3.3486 2.4429
C 1.9952 4.4151 -1.1966
O 1.0719 3.7761 -0.4039
H 1.5938 5.3882 -1.6184
H 2.9653 4.6546 -0.7530
H 2.2604 3.8659 -2.1173
H 1.4391 3.0120 -0.0053
C -0.9379 -0.6578 -0.3266
O -0.1067 0.4025 -0.8742
H -1.5830 -1.1021 -1.0924
H -0.3277 -1.4459 0.1419
H -1.6899 -0.1627 0.3302
H -0.6933 1.1413 -1.1340
C -0.6994 -0.7743 -4.8593
O -0.2119 0.3249 -4.0083
H -0.0217 -1.5771 -4.9503
H -1.6837 -1.1899 -4.5199
H -0.9519 -0.3436 -5.8006
H 0.2752 -0.1454 -3.2999
C 3.0903 0.4792 -3.0262
O 2.2231 -0.6433 -2.8093
H 2.4193 1.3107 -3.3198
H 3.5656 0.7422 -2.0806
H 3.7734 0.2784 -3.8035
H 2.5266 -1.2507 -2.1286
C 0.1525 -1.1580 3.7160
O -0.4096 -0.2382 4.5833
H -0.3702 -2.1227 3.8277
H 0.1187 -0.8139 2.6803
H 1.2453 -1.3264 3.8049
H -0.0914 0.6345 4.2910
C 2.4864 -3.9031 -1.0919
O 3.0021 -2.7395 -0.4810
H 2.7170 -3.7261 -2.1337
H 2.9288 -4.7621 -0.6404
H 1.3881 -3.8254 -1.0155
H 2.8186 -2.7872 0.4782
C -3.7825 -1.2068 4.4838
O -3.6986 -1.5923 3.1123
H -4.5836 -1.8038 4.9763
H -2.7558 -1.3424 4.8856
H -3.9412 -0.1478 4.5985
H -4.5085 -1.3614 2.6797
C -0.8710 2.9864 2.6512
O 0.3304 2.2768 3.0220
H -0.8255 4.0987 2.7765
H -1.2508 2.7214 1.6510
H -1.6818 2.6152 3.3494
H 0.9100 2.0603 2.2404
C -2.1916 3.2282 -2.3369
O -1.8562 1.8371 -2.2244
H -2.4882 3.5761 -1.3587
H -1.3485 3.7919 -2.7101
H -3.0126 3.4307 -3.0669
H -1.3254 1.5151 -3.0454
```

Calculated values
SMILES: CO.CO.CO.CO.CO.CO.CO.CO.CO.CO.CO
Orbital gap (eV): 10.190
ΔE to the lowest compared entry with this formula, charge and spin (kJ/mol): 194.3
LUMO level (eV): 0.39
DFT total energy (eV): -34638.386

These are the Löwdin partial charges, in e, on atoms 1 to 8: -0.110 -0.180 0.066 0.062 0.074 0.038 -0.160 -0.125

# 3
Formula: C11H4N2O5Pd
Source: OMol25
Level of theory: ωB97M-V with the def2-TZVPD basis set

```
23
Properties=species:S:1:pos:R:3
O -0.1610 0.0206 -7.4306
C -0.1161 -0.0032 -6.2958
Pd -0.1596 0.0150 -1.2961
O 1.6532 -2.4385 -1.6765
C 1.0291 -1.4794 -1.8793
C -1.3327 1.5151 -1.9039
O -1.9547 2.4636 -1.7203
C -1.6419 -1.1653 -1.9093
O -2.4923 -1.9395 -1.7193
C 1.3415 1.1974 -1.8845
O 2.1836 1.9598 -1.6848
N 3.4894 -0.3922 3.8272
C 2.3995 -0.2693 3.4222
C 1.0355 -0.1154 2.8138
C -0.2058 0.0295 3.4683
C -1.4567 0.1724 2.8487
C -1.3784 0.1613 1.4510
N -0.2145 0.0238 0.8273
C 0.9779 -0.1133 1.4187
H -0.1496 0.0259 4.5644
H -2.4562 0.2877 3.3362
H -2.2101 0.2575 0.7260
H 1.8200 -0.2135 0.6966
```

Calculated values
Orbital gap (alpha / beta) (eV): 9.163 / 4.913
2S+1: 3
ΔE to the lowest compared entry with this formula, charge and spin (kJ/mol): 193.7
Net charge: +2
LUMO level (alpha / beta) (eV): -8.55 / -12.80
DFT total energy (eV): -28145.575

These are the Löwdin partial charges, in e, on atoms 1 to 8: 0.041 -0.028 0.774 0.227 -0.062 -0.071 0.236 -0.062